ORCA calculation (wB97M-V/def2-TZVPD) on a 2-piece molecular cluster, C5H11NO overall.

Positions of all 18 atoms, in Å:
N -1.092 0.251 -1.408
C -0.108 0.981 -0.691
C 0.933 0.333 -0.124
C 1.187 -1.081 0.001
C 2.090 -1.632 0.842
C -0.536 2.363 -0.270
H -1.776 0.691 -1.987
H -1.389 -0.515 -0.804
H 1.675 0.882 0.425
H 0.718 -1.679 -0.780
H 2.698 -2.492 0.541
H 2.413 -0.982 1.659
H -1.625 2.188 -0.182
H -0.184 2.866 0.624
H -0.521 3.068 -1.114
H -0.903 -2.145 0.788
H -1.899 -1.534 1.712
O -1.682 -1.564 0.767

## Properties
* total charge: 0
* 2S+1: 1
* SMILES string: C=C/C=C(/C)N.O
* relative energy (zero: lowest compared OMol25 entry of this formula, charge and spin): 2.597 eV
* frontier orbital gap: 0.310 Ha

=====

ORCA calculation (wB97M-V/def2-TZVPD) on C26H40AuCl3N4O3Si as an isolated structure.

Positions of all 78 atoms, in Å:
C 1.302 5.023 -2.275
C 0.563 3.705 -2.344
H 0.835 5.676 -3.023
H 2.383 4.938 -2.556
H 1.235 5.518 -1.295
C 0.706 2.863 -3.395
C 0.797 3.398 -4.758
H 0.617 1.785 -3.235
H 1.783 3.606 -5.175
H 0.237 4.330 -4.712
H 0.303 2.674 -5.396
Au 0.328 -0.939 2.782
Cl -1.944 -0.214 2.919
Cl 2.591 -1.265 2.656
C -2.204 -2.264 0.551
O -1.149 -2.900 0.466
N -3.435 -2.814 0.666
C -3.580 -4.225 0.355
C -4.593 -1.958 0.826
H -2.219 -1.157 0.551
H -2.611 -4.699 0.520
H -3.876 -4.376 -0.692
H -4.332 -4.670 1.008
H -4.336 -1.142 1.505
H -5.422 -2.519 1.249
H -4.913 -1.510 -0.122
H 2.964 0.099 -2.158
H 1.138 -0.330 -3.802
C 2.951 -0.963 -1.887
C 1.122 -1.381 -3.476
N 1.622 -1.502 -2.115
H 3.218 -1.085 -0.836
C 1.180 -2.516 -1.294
O 1.732 -2.843 -0.260
H 0.089 -1.737 -3.518
H 0.232 -2.970 -1.647
H 3.690 -1.478 -2.517
H 1.717 -1.973 -4.182
O 1.428 2.647 -0.559
C 0.156 3.055 -1.010
C -0.781 0.678 -1.543
C -1.022 2.006 -1.195
H 0.240 0.305 -1.520
C -1.828 -0.157 -1.957
H -0.221 3.705 -0.229
C -2.365 2.424 -1.141
H -1.617 -1.173 -2.312
C -3.155 0.288 -1.981
C -3.413 1.595 -1.550
H -2.585 3.448 -0.817
H -3.969 -0.383 -2.326
H -4.456 1.964 -1.575
Si 2.618 2.956 0.534
Cl 0.298 0.779 1.378
C 3.898 1.751 -0.019
C 2.656 2.656 2.451
C 2.585 4.775 0.731
H 3.928 1.786 -1.112
H 3.667 0.732 0.309
H 4.853 2.077 0.408
H 3.041 5.227 -0.156
H 3.202 5.032 1.602
H 1.563 5.151 0.913
H 2.122 1.804 2.888
H 2.324 3.530 3.029
H 3.702 2.509 2.755
N -1.538 -6.996 6.137
C -1.240 -5.988 5.620
C -0.860 -4.797 4.928
C -0.083 -4.892 3.766
C 0.312 -3.725 3.169
N -0.106 -2.592 3.741
C -0.860 -2.441 4.829
C -1.286 -3.577 5.460
H 0.246 -5.838 3.333
H 0.890 -3.653 2.248
H -1.084 -1.413 5.103
H -1.978 -3.440 6.282

## Properties
* total charge: 0
* 2S+1: 3
* relative energy (zero: lowest compared OMol25 entry of this formula, charge and spin): 1.682 eV
* frontier orbital gap (spin up / spin down): 0.227 / 0.168 Ha

=====

ORCA calculation (wB97M-V/def2-TZVPD) on C6H6CuF3N5O3 as an isolated structure.

Positions of all 24 atoms, in Å:
O 0.562 4.640 2.246
N -0.492 4.585 2.527
O -0.982 2.952 3.037
C -0.534 1.912 2.491
N 0.334 1.029 3.123
N 0.739 0.018 2.624
C 0.447 -0.470 1.381
C 0.986 -1.724 0.823
C 0.328 -2.210 -0.466
O 1.012 -1.818 -1.624
C 0.740 -0.593 -2.210
C -0.618 -0.519 -2.886
F -1.200 -1.666 -3.013
F -0.569 0.090 -4.027
F -1.537 0.255 -2.135
N -0.378 0.353 0.769
N -0.851 1.459 1.253
H 2.063 -1.637 0.713
H 0.838 -2.481 1.592
H -0.723 -1.939 -0.501
H 0.361 -3.291 -0.464
H 1.470 -0.467 -3.000
H 0.844 0.256 -1.537
Cu -2.840 1.269 -0.713

## Properties
* total charge: +2
* 2S+1: 2
* frontier orbital gap (spin up / spin down): 0.288 / 0.243 Ha

=====

The records above yield largest force on an atom values of 0.0435, 0.0628, 0.0381 hartree/bohr, respectively.
The records above yield total energy values of -8899.10052, -88848.53664, -72679.24876 eV, respectively.